a) The ion C7H8N with charge +1. Source: OMol25; level of theory: wB97M-V/def2-TZVPD.

XYZ file:
```
16
Properties=species:S:1:pos:R:3:lowdin_charge:R:1
C -1.6349 -0.4561 -0.6316 0.030
C -2.6493 -1.0151 -1.2644 0.117
C 0.7794 2.1226 0.4815 -0.072
C -0.6024 0.0050 -0.0286 -0.115
C 0.9274 3.2760 0.7683 0.238
C 0.5874 0.9589 -0.2000 -0.134
C 1.2843 -1.5546 0.3700 0.025
N 0.6503 -0.2902 0.6533 -0.073
H -3.6775 -0.8648 -1.0033 0.082
H -2.5396 -1.6379 -2.1199 0.079
H 1.0695 4.1060 1.3062 0.024
H 1.0932 0.7467 -1.1319 0.172
H 2.3229 -1.6074 0.8516 0.144
H 0.6096 -2.2512 0.8990 0.126
H 1.2014 -1.4546 -0.6920 0.103
H 0.5783 -0.0833 1.7417 0.254
```

Computed properties:
**Total charge**: +1
**HOMO**: -14.0 eV
**SMILES string**: C#C[C@@H]1C(=C=C)[N@H+]1C
**Orbital gap**: 10.4 eV

***

b) A structure of composition C7H8N. Source: OMol25; level of theory: wB97M-V/def2-TZVPD.

XYZ file:
```
16
Properties=species:S:1:pos:R:3:lowdin_charge:R:1
C -0.1746 0.7718 2.0743 0.048
C -1.3250 0.7248 1.1270 0.078
C 1.7607 -0.2752 0.7759 0.078
C 0.8721 -1.2311 0.8859 0.063
C 0.7272 0.7958 1.0276 -0.097
C -0.3042 -0.3432 1.0966 -0.158
C -0.3505 0.8355 0.0570 0.077
N -0.3809 -0.1600 -2.7009 -0.003
H -0.0594 0.6700 3.0913 0.158
H -2.4146 0.8111 1.3494 0.191
H 2.8585 -0.1459 0.7812 0.146
H 0.8958 -2.3052 1.0284 0.134
H -0.5450 0.6848 -1.0694 0.130
H -0.7228 -1.0578 -2.9778 0.024
H 0.3569 -0.1046 -3.4702 0.087
H -1.1943 0.3291 -3.0764 0.045
```

Computed properties:
**Total charge**: +1
**HOMO**: -14.5 eV
**Orbital gap**: 11.2 eV

***

c) The ion C7H8N with charge +1. Source: OMol25; level of theory: wB97M-V/def2-TZVPD.

XYZ file:
```
16
Properties=species:S:1:pos:R:3:lowdin_charge:R:1
C 0.3830 0.5322 0.0663 -0.131
C 2.6095 -0.6691 0.7457 0.103
C 2.1300 1.3243 -0.9458 -0.096
C -1.8269 -0.7952 0.1454 -0.064
C 2.0220 0.2818 0.0833 -0.215
C -0.7310 -0.1921 0.4028 0.219
C -3.2291 -0.4101 0.2636 -0.042
N 0.6676 1.4981 -0.8076 0.182
H 3.6658 -0.9979 0.8077 0.101
H 2.0327 -1.1891 1.5571 0.103
H 2.4786 2.4022 -0.9178 0.167
H 2.4078 0.7584 -1.8559 0.155
H -1.7381 -1.8197 -0.2730 0.180
H -3.4554 0.3781 -0.4643 0.111
H -3.4545 0.0774 1.2339 0.119
H -3.9621 -1.1792 -0.0414 0.108
```

Computed properties:
**Total charge**: +1
**HOMO (spin up / spin down)**: -14.6 / -14.6 eV
**Orbital gap (spin up / spin down)**: 7.4 / 7.4 eV

***

Stability summary - winner: a); margin: 17.4 kcal/mol.

***

a) A cluster of 2 separate species, C5H11O3 in total. Source: OMol25; level of theory: wB97M-V/def2-TZVPD.

XYZ file:
```
19
Properties=species:S:1:pos:R:3:lowdin_charge:R:1
C -1.5958 -2.2101 -1.9538 -0.049
C -0.4363 -1.2677 -2.3253 -0.750
O 0.5194 -1.7017 -2.9777 -0.057
O -0.5904 -0.0735 -1.8951 -0.123
H -1.6461 -3.0231 -2.6793 0.053
H -2.5200 -1.6461 -1.9591 0.052
H -1.3647 -2.6404 -0.9837 0.057
C 0.4442 0.8470 0.9169 -0.496
C 1.4481 0.1501 1.8668 -0.063
C -0.0622 2.1549 1.5063 -0.079
O 1.1526 1.1495 -0.2842 -0.108
H -0.3658 0.1882 0.6019 0.123
H 1.3427 0.4940 2.9090 0.059
H 0.7131 2.8540 1.8068 0.072
H -0.6638 2.5948 0.7258 0.067
H -0.7722 1.9388 2.3198 0.071
H 0.6353 0.7083 -1.0161 0.041
H 2.4343 0.4134 1.4751 0.072
H 1.3277 -0.9304 1.9460 0.059
```

Computed properties:
**Total charge**: -1
**HOMO**: -4.5 eV
**Orbital gap**: 8.4 eV

***

b) A cluster of 2 separate species, C5H11O3 in total. Source: OMol25; level of theory: wB97M-V/def2-TZVPD.

XYZ file:
```
19
Properties=species:S:1:pos:R:3:lowdin_charge:R:1
C 0.3454 -0.3567 -3.1740 -0.039
C 0.2512 0.5713 -1.9436 -0.747
O -0.3054 1.6681 -2.1385 -0.077
O 0.6994 0.1841 -0.8286 -0.104
H 1.3746 -0.5148 -3.4737 0.056
H -0.3139 0.1111 -3.8931 0.050
H -0.1529 -1.2701 -2.8331 0.063
C -0.4457 -0.7037 2.0926 -0.506
C 0.7503 -0.1837 2.9456 -0.069
C -1.2629 0.5003 1.5636 -0.066
O 0.0626 -1.4900 1.0398 -0.103
H -1.1137 -1.3517 2.6725 0.117
H 1.2706 0.4677 2.2334 0.075
H -0.5718 1.0993 0.9704 0.062
H -1.9689 0.1126 0.8369 0.077
H -1.6455 1.0143 2.4452 0.066
H 0.4329 -0.9552 0.3020 0.022
H 1.5303 -0.9062 3.1780 0.061
H 0.3126 0.3492 3.7924 0.062
```

Computed properties:
**Total charge**: -1
**HOMO**: -4.4 eV
**Orbital gap**: 8.4 eV

***

c) A cluster of 2 separate species, C5H11O3 in total. Source: OMol25; level of theory: wB97M-V/def2-TZVPD.

XYZ file:
```
19
Properties=species:S:1:pos:R:3:lowdin_charge:R:1
C -1.4465 0.5868 -0.3298 -0.506
C -2.8986 0.4532 0.2058 -0.065
C -0.5399 1.0579 0.8322 -0.080
O -0.9333 -0.5614 -0.9129 -0.059
H -1.4124 1.3477 -1.1378 0.129
H -2.9427 0.5617 1.2840 0.058
H 0.5248 1.1642 0.6042 0.064
H -0.9247 2.0025 1.2175 0.063
H -0.5588 0.2723 1.6058 0.078
H -0.7343 -1.2836 -0.3014 0.079
H -3.4486 -0.3461 -0.2444 0.054
H -3.4288 1.3516 -0.2416 0.077
C 3.2009 -0.5278 -0.3561 -0.055
C 2.0597 -1.5800 -0.3068 -0.775
O 1.9257 -2.3932 -1.2390 -0.080
O 1.2503 -1.3431 0.6348 -0.130
H 3.7434 -0.3186 0.5596 0.048
H 2.7595 0.4238 -0.6754 0.053
H 3.8043 -0.8677 -1.1985 0.047
```

Computed properties:
**Total charge**: -1
**HOMO**: -4.0 eV
**Orbital gap**: 7.8 eV

***

d) A cluster of 2 separate species, C5H11O3 in total. Source: OMol25; level of theory: wB97M-V/def2-TZVPD.

XYZ file:
```
19
Properties=species:S:1:pos:R:3:lowdin_charge:R:1
C 1.4820 2.9831 0.6409 -0.049
C 0.2675 2.3782 -0.1629 -0.772
O -0.8380 2.6404 0.3542 -0.081
O 0.5133 1.6983 -1.1861 -0.094
H 1.9391 2.1386 1.1908 0.054
H 1.0964 3.5553 1.4804 0.046
H 2.2275 3.4194 -0.0028 0.043
C -0.4383 -1.1372 -0.0487 -0.484
C -1.5200 -1.8846 0.7249 -0.070
C 0.4511 -2.0933 -0.8391 -0.085
O -1.1866 -0.4604 -1.0647 -0.112
H 0.2049 -0.4483 0.4950 0.129
H -1.2633 -2.5955 1.5021 0.061
H -0.0537 -2.8226 -1.4733 0.067
H 1.2702 -1.6782 -1.4198 0.067
H 0.9824 -2.6978 -0.0612 0.071
H -0.8335 0.4576 -1.2386 0.060
H -2.1330 -2.3113 -0.0779 0.077
H -2.1677 -1.1417 1.1869 0.072
```

Computed properties:
**Total charge**: -1
**HOMO**: -4.4 eV
**Orbital gap**: 8.3 eV

***

Stability summary - winner: a); margin: 3.6 kcal/mol.

***

a) A cluster of 2 separate species, C5H11O3 in total. Source: OMol25; level of theory: wB97M-V/def2-TZVPD.

XYZ file:
```
19
Properties=species:S:1:pos:R:3:lowdin_charge:R:1
C 1.4253 -0.9607 -2.0934 -0.350
C 2.2856 0.0835 -1.4243 -0.113
O 0.0949 -1.0948 -1.5944 -0.136
H 1.2866 -0.7197 -3.1540 0.095
H 1.8933 -1.9542 -2.0047 0.100
H 3.2943 0.0212 -1.8353 0.062
H 0.1206 -0.9915 -0.6033 0.025
H 2.3877 -0.1128 -0.3513 0.057
H 1.7983 1.0603 -1.3957 0.074
C -1.9057 0.0740 1.2753 -0.193
C -1.8011 1.5925 1.2284 -0.115
C -0.5861 -0.5722 1.8212 -0.713
O -0.6080 -0.9879 2.9921 -0.062
O 0.3917 -0.5918 1.0173 -0.096
H -2.6603 -0.2439 1.9993 0.086
H -2.1169 -0.5127 0.3774 0.095
H -2.0461 2.0020 2.2101 0.063
H -2.4854 2.0186 0.4937 0.054
H -0.7687 1.8902 1.0417 0.067
```

Computed properties:
**Total charge**: -1
**HOMO**: -4.4 eV
**Orbital gap**: 8.3 eV

***

b) A cluster of 2 separate species, C5H11O3 in total. Source: OMol25; level of theory: wB97M-V/def2-TZVPD.

XYZ file:
```
19
Properties=species:S:1:pos:R:3:lowdin_charge:R:1
C 1.0526 -0.6436 -0.8204 -0.444
C 2.2416 -1.0585 -1.6333 -0.081
C 1.3330 0.1911 0.4842 -0.051
O 0.3410 0.4022 -1.5741 -0.156
H 0.3839 -1.5490 -0.6222 0.153
H 2.8096 -1.9047 -1.1321 0.098
H 0.3973 0.3793 0.9077 0.024
H 1.9116 -0.3897 1.2367 0.073
H 1.9058 1.0444 0.0924 0.081
H -0.6458 0.4955 -1.2425 0.069
H 2.9991 -0.3388 -1.7284 0.054
H 1.9584 -1.4162 -2.5227 0.024
C -2.4217 1.2135 1.6096 -0.039
C -2.3106 -0.0177 0.5985 -0.766
O -2.5776 -1.1013 1.1946 -0.102
O -2.1234 0.2398 -0.5681 -0.044
H -2.8584 2.0630 1.1574 0.034
H -1.4819 1.4398 1.9969 0.012
H -2.9145 0.9508 2.5660 0.060
```

Computed properties:
**Total charge**: -1
**HOMO**: -4.3 eV
**Orbital gap**: 8.1 eV

***

c) A cluster of 2 separate species, C5H11O3 in total. Source: OMol25; level of theory: wB97M-V/def2-TZVPD.

XYZ file:
```
19
Properties=species:S:1:pos:R:3:lowdin_charge:R:1
C 0.4395 -0.8752 -1.7599 -0.038
C 1.2953 -1.2022 -0.4646 -0.731
O 1.2559 -0.3758 0.4763 -0.076
O 1.8462 -2.3211 -0.4752 -0.078
H 1.2739 -0.7581 -2.4391 0.055
H 0.0252 0.1385 -1.6309 0.028
H -0.1715 -1.7782 -1.9044 0.077
C -1.4069 1.2453 0.7276 -0.427
C -0.5086 2.2322 -0.2742 -0.029
C -1.9397 -0.0199 0.1272 -0.053
O -0.5618 0.8790 1.8251 -0.151
H -1.9224 2.0169 1.2884 0.109
H -0.6878 3.2181 -0.1725 0.004
H -1.4805 -0.8006 0.7439 0.095
H -3.0221 -0.0503 0.3494 0.086
H -1.5055 -0.1429 -0.7969 0.001
H 0.0678 0.3623 1.2034 0.021
H -0.7710 2.0311 -1.2444 0.013
H 0.5938 2.0241 -0.1428 0.094
```

Computed properties:
**Total charge**: -1
**HOMO**: -4.5 eV
**Orbital gap**: 8.4 eV

***

Stability summary - winner: a); margin: 15.0 kcal/mol.

***

a) A cluster of 2 separate species, C7H11N in total. Source: OMol25; level of theory: wB97M-V/def2-TZVPD.

XYZ file:
```
19
Properties=species:S:1:pos:R:3:lowdin_charge:R:1
C 2.4577 -0.7130 -0.5172 -0.146
C -1.9227 -1.1097 0.1402 -0.114
C -0.6161 -1.7822 -0.1355 -0.135
C 1.9242 0.5690 -0.2263 -0.134
C -0.6294 -0.4155 0.4869 -0.337
C -0.4840 2.1102 0.2977 -0.109
C -0.1888 0.7634 -0.2874 -0.199
N 2.3872 -0.4807 0.7210 0.130
H 2.7469 -1.4450 -1.2356 0.102
H -2.4836 -0.7326 -0.7019 0.098
H -2.5411 -1.4789 0.9440 0.095
H -0.3228 -2.6184 0.4791 0.099
H -0.3012 -1.8666 -1.1653 0.098
H 2.4244 1.5171 -0.3167 0.076
H -0.3749 -0.3613 1.5396 0.138
H 0.0608 2.8941 -0.2241 0.070
H -0.2209 2.1400 1.3528 0.079
H -1.5529 2.3222 0.2059 0.077
H -0.3628 0.6880 -1.3571 0.112
```

Computed properties:
**HOMO**: -8.2 eV
**Orbital gap**: 9.4 eV

***

b) A structure of composition C7H11N. Source: OMol25; level of theory: wB97M-V/def2-TZVPD.

XYZ file:
```
19
Properties=species:S:1:pos:R:3:lowdin_charge:R:1
C -2.8457 0.4223 -0.1992 -0.052
C -1.7318 -0.4059 0.1334 -0.205
C -0.2633 -0.0982 0.0448 -0.565
C 0.3870 1.3529 0.1549 -0.155
C 1.7050 0.8999 0.0858 -0.230
C 1.6148 -0.6459 -0.2737 -0.240
C 0.5830 -0.8315 0.9953 -0.086
H -3.8030 -0.4578 0.6136 0.181
H -2.6199 1.6587 -0.5377 0.118
H -1.9367 -1.6377 0.5872 0.164
H -0.1737 1.8066 -0.6220 0.097
H 0.3203 1.6031 1.2241 0.136
H 2.2262 1.0594 1.0550 0.122
H 2.3376 1.3452 -0.7557 0.133
H 2.4533 -1.2943 -0.5654 0.132
H 1.0580 -0.5460 1.8669 0.085
H 0.1549 -1.8608 0.9604 0.114
H 0.2348 0.1155 -1.8089 0.196
N 0.4363 -0.8505 -1.0950 0.055
```

Computed properties:
**HOMO**: -9.4 eV
**Orbital gap**: 9.9 eV

***

Stability summary - winner: a); margin: 91.9 kcal/mol.